C26H48O22PS3Tl | ωB97M-V/def2-TZVPD

Each line ends with the Mulliken charge.
Geometry (Å):
Tl1 -3.116 -0.674 0.584  1.11
P1 -0.782 -0.504 -0.063  5.71
O1 0.801 -0.512 -0.384  0.62
O2 -1.328 0.464 1.151  0.35
O3 -1.357 -1.831 0.474  -1.27
O4 -1.690 -0.093 -1.180  -0.63
C1 4.222 -0.349 -0.843  -1.52
C2 3.444 0.532 0.146  0.24
C3 2.225 -0.246 0.725  0.20
O5 2.448 -0.132 2.083  -0.63
C4 3.773 0.242 2.365  0.85
O6 4.174 0.402 3.529  -0.65
O7 4.366 0.636 1.240  -0.43
H1 4.506 -1.281 -0.355  0.37
H2 5.123 0.177 -1.157  0.50
H3 3.597 -0.519 -1.720  0.09
H4 2.923 1.342 -0.364  0.86
H5 2.215 -1.299 0.446  -0.36
H6 1.330 0.264 0.370  -0.23
C5 2.055 -2.292 -2.231  -0.10
C6 0.580 -2.208 -2.501  2.01
C7 0.046 -0.717 -2.700  0.05
O8 -0.777 -0.905 -3.812  -0.58
C8 -0.521 -1.943 -4.593  0.49
O9 -0.836 -2.179 -5.764  -0.63
O10 0.285 -2.769 -3.814  -0.57
H7 2.059 -2.045 -1.169  0.52
H8 2.584 -1.563 -2.845  0.53
H9 2.435 -3.303 -2.385  0.26
H10 -0.121 -2.804 -1.917  -0.57
H11 0.868 -0.012 -2.823  0.49
H12 -0.488 -0.490 -1.777  -1.20
C9 0.968 3.340 -1.139  -2.69
C10 0.845 2.050 -1.876  1.50
C11 -0.532 1.572 -2.318  1.18
O11 -0.382 1.447 -3.750  -0.56
C12 0.783 1.925 -4.158  0.62
O12 1.175 1.942 -5.316  -0.65
O13 1.560 2.138 -3.139  -0.58
H13 0.457 3.339 -0.176  0.63
H14 0.669 4.162 -1.790  0.40
H15 2.029 3.545 -1.001  0.57
H16 1.300 1.284 -1.247  -0.19
H17 -1.313 2.256 -1.987  0.07
H18 -0.604 0.617 -1.797  0.44
C13 -0.740 2.900 2.721  -1.58
C14 0.290 1.902 2.207  1.37
C15 0.336 1.831 0.655  2.09
O14 1.687 2.131 0.336  0.36
C16 2.389 2.376 1.453  -0.39
O15 3.638 2.559 1.430  -0.57
O16 1.611 2.354 2.545  -0.28
H19 -0.370 3.591 3.479  0.55
H20 -1.504 2.313 3.231  -0.39
H21 -1.212 3.529 1.967  0.29
H22 0.024 0.917 2.591  -0.84
H23 -0.458 2.437 0.218  -1.38
H24 0.248 0.787 0.354  -1.10
C17 0.739 -3.064 -0.164  -0.74
C18 1.409 -2.587 1.095  1.28
C19 0.476 -1.788 2.002  0.65
O17 0.837 -2.319 3.322  -0.39
C20 1.254 -3.622 3.106  0.12
O18 1.314 -4.493 3.967  -0.61
O19 1.598 -3.743 1.813  -0.57
H25 0.684 -2.213 -0.842  -5.01
H26 -0.289 -3.406 -0.046  1.35
H27 1.361 -3.828 -0.630  0.88
H28 2.409 -2.155 1.067  0.16
H29 -0.540 -1.998 1.669  0.32
H30 0.761 -0.771 1.734  -0.06
C21 -1.746 0.808 4.385  -0.57
S1 -2.433 -0.721 3.580  -0.32
O20 -3.371 -0.259 2.475  -0.39
C22 -0.875 -1.200 2.750  -0.54
H31 -0.726 1.033 4.074  0.28
H32 -1.664 0.561 5.444  0.64
H33 -2.371 1.678 4.185  0.39
H34 -0.170 -1.596 3.482  1.68
H35 -0.354 -0.437 2.172  -2.73
H36 -1.179 -1.986 2.059  0.18
C23 -3.726 3.675 1.526  -1.23
S2 -2.696 2.146 1.531  0.81
O21 -3.629 0.899 1.256  -0.64
C24 -2.179 2.266 -0.282  -0.97
H37 -4.412 3.384 0.730  0.50
H38 -3.263 4.554 1.078  0.32
H39 -4.251 3.945 2.442  0.40
H40 -1.666 3.223 -0.384  0.80
H41 -3.069 2.257 -0.910  0.81
H42 -1.521 1.444 -0.563  -2.02
C25 -2.224 -3.539 -1.759  -2.16
S3 -3.583 -2.287 -2.061  -0.04
O22 -3.958 -1.948 -0.590  -0.41
C26 -2.505 -1.004 -2.735  -0.80
H43 -1.319 -3.102 -1.338  0.93
H44 -1.895 -3.929 -2.723  0.45
H45 -2.422 -4.355 -1.065  0.55
H46 -1.525 -0.728 -2.343  0.87
H47 -3.027 -0.083 -2.996  0.52
H48 -2.192 -1.342 -3.723  0.57

Results
2S+1   1
E_tot   -4381.06229 Ha
E_HOMO   -8.123 eV
Gap between HOMO and LUMO   7.049 eV
E_LUMO   -1.0743 eV
Energy relative to the best compared isomer or geometry (same formula, charge and spin)   57.4319 eV